(1)
{
  "formula": "C16H24N2O2",
  "method": "the ωB97M-V functional and the def2-TZVPD basis",
  "species": ["C", "H", "C", "H", "C", "N", "C", "H", "C", "N", "C", "O", "C", "H", "H", "C", "H", "H", "C", "C", "O", "C", "C", "C", "C", "C", "C", "H", "H", "H", "H", "H", "H", "H", "H", "H", "H", "H", "H", "H", "H", "H", "H", "H"],
  "coordinates": [[4.1593, 2.9896, 0.7193], [4.1679, 1.9871, 1.1376], [2.7857, 3.2875, 0.1333], [2.0463, 3.3070, 0.9353], [2.3948, 2.2479, -0.9193], [2.3466, 0.9072, -0.3543], [1.1009, 0.6573, 0.3431], [0.8548, 1.5481, 0.9222], [1.2134, -0.5208, 1.3159], [0.9970, -1.8085, 0.6955], [1.7859, -2.2928, -0.2932], [1.5389, -3.3430, -0.8588], [3.0019, -1.4621, -0.6475], [3.6031, -1.2640, 0.2405], [3.5908, -2.0628, -1.3422], [2.6480, -0.1309, -1.3204], [3.5191, 0.1961, -1.8935], [1.8167, -0.2919, -2.0315], [-0.1984, -2.5470, 1.0380], [-1.4444, -2.0100, 0.3299], [-1.7723, -0.7594, 0.8995], [-2.7470, -0.0033, 0.3199], [-3.5494, -0.4125, -0.7386], [-4.5102, 0.4485, -1.2445], [-4.6828, 1.7110, -0.7098], [-3.8838, 2.1182, 0.3477], [-2.9229, 1.2718, 0.8593], [-2.2923, 1.5723, 1.6816], [-4.0099, 3.1023, 0.7743], [-5.4339, 2.3739, -1.1113], [-5.1288, 0.1201, -2.0668], [-3.4403, -1.3946, -1.1714], [-1.2318, -1.9066, -0.7417], [-2.2733, -2.7186, 0.4619], [-0.3506, -2.5092, 2.1192], [-0.0390, -3.5802, 0.7205], [0.4538, -0.4086, 2.0891], [2.2008, -0.4886, 1.7885], [0.2689, 0.4723, -0.3589], [3.1549, 2.2603, -1.7037], [1.4332, 2.5280, -1.3822], [2.7858, 4.2721, -0.3389], [4.4059, 3.7020, 1.5028], [4.9232, 3.0467, -0.0525]],
  "forces_ev_per_a": [[-0.2190, 0.1225, 0.0327], [0.0844, -0.0777, 0.0629], [0.1363, -0.1972, -0.1528], [-0.0849, 0.0819, -0.0061], [-0.1006, 0.2300, 0.1350], [-0.0030, 0.0486, -0.1671], [0.0879, -0.0457, 0.2921], [-0.0404, 0.0098, -0.0110], [0.0387, 0.4024, -0.0380], [-0.2851, -0.1156, 0.2362], [0.4194, 0.0079, 0.0360], [-0.0552, -0.2510, -0.2912], [-0.0789, -0.0722, -0.2778], [0.0578, 0.0351, 0.0064], [-0.0958, -0.0306, 0.1079], [0.1811, -0.0458, 0.0813], [-0.0976, -0.0251, 0.0064], [0.0651, 0.0301, -0.0203], [-0.4025, -0.0443, -0.2784], [0.2008, -0.5109, -0.0135], [-0.0173, 0.2313, 0.0905], [-0.0781, 0.1920, 0.0009], [0.2317, -0.2776, 0.0847], [-0.0691, 0.1334, 0.0006], [-0.1336, 0.0226, -0.1206], [0.0414, -0.0136, 0.0255], [0.1091, -0.1741, 0.0183], [0.0768, 0.0380, 0.1059], [-0.0018, 0.0778, 0.0425], [-0.0633, 0.0529, -0.0352], [-0.0435, -0.0272, -0.0613], [0.0408, -0.0850, -0.0145], [-0.0460, -0.0068, 0.0789], [0.0353, 0.0870, -0.0424], [0.0065, -0.0325, -0.0289], [-0.1002, 0.1266, 0.1196], [0.1053, -0.0332, -0.0401], [-0.0959, 0.0676, 0.0413], [0.0019, 0.0416, 0.0548], [-0.0390, -0.0136, -0.0334], [0.0716, -0.0418, -0.0625], [-0.0949, 0.0422, 0.0345], [0.1046, 0.0469, 0.0738], [0.1491, -0.0067, -0.0737]],
  "lumo_ev": 0.83,
  "homo_energy_ev": -8.70,
  "smiles": "CCCN1CCC(=O)N(CCOc2ccccc2)CC1",
  "total_energy_ha": -884.07234,
  "relative_energy_kcal_mol": 36.6
}

***

(2)
{
  "formula": "C16H24N2O2",
  "method": "the ωB97M-V functional and the def2-TZVPD basis",
  "species": ["C", "C", "C", "C", "C", "C", "O", "N", "C", "C", "C", "C", "C", "C", "N", "C", "C", "H", "O", "C", "H", "C", "H", "H", "H", "H", "H", "H", "H", "H", "H", "H", "H", "H", "H", "H", "H", "H", "H", "H", "H", "H", "H", "H"],
  "coordinates": [[-6.3645, -1.4312, 0.3769], [-4.9154, -0.8785, -0.1513], [-4.7672, 0.6956, 0.2015], [-3.5915, 1.2146, -0.3294], [-2.3518, 0.4772, 0.1514], [-1.2164, 1.4345, 0.0513], [-1.3252, 2.5425, -0.2079], [-0.0130, 0.8757, 0.0849], [1.2701, 1.3403, -0.0125], [1.6925, 2.6153, 0.0224], [2.9235, 3.2454, 0.0034], [3.8803, 2.1904, -0.1005], [3.6848, 0.5652, -0.0808], [2.3582, 0.4277, 0.0915], [1.9194, -1.0340, -0.0426], [2.7851, -2.0131, 0.7772], [2.1180, -3.4414, 0.9512], [2.7062, -4.1100, 1.3659], [1.6389, -3.6796, -0.3600], [0.6497, -2.7975, -0.7808], [0.2819, -3.3029, -1.9172], [1.2922, -1.4349, -1.0221], [0.7243, -0.6897, -1.5685], [2.1677, -1.6727, -1.7149], [-0.1857, -2.4821, -0.4814], [1.3623, -3.0660, 1.6174], [3.2543, -1.7779, 1.5927], [3.7333, -2.0382, -0.0587], [4.3726, -0.0249, 0.1389], [5.0560, 2.3547, 0.0505], [3.2425, 4.2064, -0.1032], [0.8347, 3.3709, -0.0917], [-0.0026, -0.0747, 0.5174], [-2.5020, 0.4780, 1.3702], [-2.2374, -0.4236, -0.0633], [-3.5645, 1.3439, -1.3515], [-3.6319, 2.3222, -0.2528], [-4.9596, 0.7238, 1.5826], [-5.7989, 1.1963, -0.1593], [-5.0841, -0.8470, -1.1354], [-4.1918, -1.5274, 0.4805], [-6.6370, -2.4103, 0.2661], [-7.3272, -0.9344, -0.1569], [-6.5820, -1.4799, 1.3967]],
  "forces_ev_per_a": [[-0.9946, 3.3856, -2.4300], [-2.5251, 0.3569, 6.9036], [-7.1493, -3.4195, 4.1295], [2.3508, 2.5334, 0.4570], [-2.1783, 9.3800, 6.4241], [0.7927, -4.8932, -0.5067], [-1.3794, 7.5569, -1.3102], [1.3402, -4.1996, 1.6392], [3.1066, 0.1595, 0.9985], [-4.9093, 5.5813, -1.0064], [2.5493, -7.9767, -0.7025], [4.3754, -2.1948, 1.4845], [-6.7574, 13.1088, -0.5961], [-2.2838, -6.1127, -2.2332], [4.8864, 5.5242, 15.6618], [0.2730, -1.8722, -9.1644], [-2.2647, 7.6687, -3.1289], [2.8125, -3.5531, 1.3979], [-1.2510, -1.9791, 1.3741], [5.3212, -1.9231, -8.6428], [1.2077, 1.5946, 3.0755], [-1.1612, -4.7772, -10.7317], [-0.5567, -0.0939, 0.1797], [-0.7335, -0.3286, -1.4819], [-7.0781, 0.5649, 4.8446], [-1.1858, -1.0013, 0.6037], [1.7998, 2.6987, 4.9041], [-1.8608, -0.9704, 2.0376], [6.0682, -5.0316, 1.2575], [-2.6403, 0.3084, -0.7881], [0.1081, 2.5697, 0.0547], [0.9939, -1.1964, 0.5236], [0.1201, 0.9067, -0.7193], [0.2443, -0.3228, -2.4833], [1.1408, -7.7280, -2.5303], [-0.3160, -1.1217, -2.9917], [0.9725, -0.4200, 1.4274], [1.0879, 0.2764, -4.1227], [2.4630, -0.9200, 0.6286], [0.7671, -0.9537, -4.1052], [-0.6055, 1.0614, -2.1010], [0.3954, -3.1739, -1.6432], [2.3971, -0.4808, 1.2025], [0.2567, 1.4081, 2.2103]],
  "lumo_ev": 0.64,
  "homo_energy_ev": -7.71,
  "total_energy_ha": -883.57519,
  "relative_energy_kcal_mol": 348.6
}